# 1
# C17H25FN2O4S

An isolated molecule of C17H25FN2O4S (ωB97M-V/def2-TZVPD, OMol25).

Results
Structure (SMILES) = CCOCCCNC(=O)[C@H]1CCCCN1S(=O)(=O)c1ccc(F)cc1
E_tot = -42757.911 eV
E_HOMO = -9.36 eV
Frontier orbital gap = 10.102 eV
ΔE to the lowest compared entry with this formula, charge and spin = 0.0 kcal per mole
2S+1 = 1

XYZ file:
```
50
Properties=species:S:1:pos:R:3:forces:R:3
C -1.378 -3.091 2.171 0.3 0.2 -0.3
C -0.680 -1.974 1.398 -0.4 0.0 0.2
O 0.667 -2.254 1.077 0.3 -0.1 0.0
C 0.840 -3.193 0.035 0.1 -0.2 0.0
C 2.324 -3.275 -0.316 -0.4 0.4 -0.1
H 2.500 -4.167 -0.917 0.1 -0.1 0.0
H 2.888 -3.366 0.614 0.1 -0.1 0.0
C 2.809 -2.051 -1.095 0.1 -0.3 -0.1
N 2.583 -0.824 -0.365 0.4 0.1 0.0
C 1.582 0.019 -0.689 0.3 0.2 0.3
O 0.946 -0.064 -1.722 -0.2 -0.1 -0.3
C 1.338 1.114 0.357 0.1 -0.3 0.4
N 0.187 1.904 0.005 -0.7 -0.1 0.7
S -1.114 1.988 0.999 -0.2 -0.2 -0.2
O -1.564 3.347 1.112 0.1 -0.1 -0.2
O -0.805 1.274 2.209 0.1 -0.1 -0.1
C -2.411 1.074 0.152 0.6 0.4 0.2
C -3.679 1.143 0.701 -0.1 0.0 0.0
C -4.721 0.443 0.119 0.0 -0.1 -0.1
C -4.454 -0.312 -1.011 0.2 0.0 0.0
C -3.191 -0.385 -1.571 -0.3 0.0 0.1
C -2.155 0.319 -0.976 0.0 0.0 -0.1
H -1.158 0.277 -1.388 0.1 0.0 -0.1
H -3.028 -0.982 -2.454 0.0 -0.1 -0.1
F -5.461 -0.999 -1.585 0.1 0.1 0.1
H -5.721 0.475 0.522 -0.1 0.0 0.0
H -3.832 1.751 1.579 -0.2 0.1 0.1
C 0.316 2.853 -1.077 -0.1 0.6 -0.4
C 1.510 3.778 -0.847 0.0 -0.2 -0.1
C 2.764 2.935 -0.635 0.0 0.1 0.2
C 2.565 2.017 0.569 0.0 -0.1 -0.2
H 3.455 1.408 0.736 0.0 0.0 0.1
H 2.389 2.623 1.460 0.0 -0.1 0.1
H 3.630 3.579 -0.469 0.0 -0.1 -0.1
H 2.953 2.332 -1.526 0.1 0.0 -0.1
H 1.630 4.438 -1.707 0.0 0.0 0.0
H 1.321 4.389 0.037 0.0 0.1 0.0
H -0.615 3.420 -1.104 0.1 0.1 -0.2
H 0.438 2.307 -2.018 -0.1 0.0 0.1
H 1.079 0.614 1.296 0.2 -0.1 -0.1
H 2.913 -0.815 0.587 -0.1 0.1 0.0
H 2.265 -1.959 -2.037 0.1 0.0 0.1
H 3.879 -2.148 -1.307 -0.1 0.0 -0.1
H 0.257 -2.883 -0.846 0.0 0.0 0.0
H 0.487 -4.185 0.350 0.0 0.1 -0.1
H -0.648 -1.067 2.007 -0.1 -0.1 -0.1
H -1.240 -1.752 0.477 0.1 0.0 0.1
H -0.792 -3.357 3.047 0.0 0.0 0.1
H -2.355 -2.742 2.493 -0.2 0.0 0.0
H -1.513 -3.977 1.555 -0.1 -0.1 0.0
```
Positions in Å, forces in eV/Å.

---

# 2
# C5H12O2

A structure of composition C5H12O2 (ωB97M-V/def2-TZVPD, OMol25).

Results
E_tot = -9469.603 eV
E_HOMO = -6.64 eV
Frontier orbital gap = 7.392 eV
ΔE to the lowest compared entry with this formula, charge and spin = 127.6 kcal per mole
2S+1 = 1

XYZ file:
```
19
Properties=species:S:1:pos:R:3:forces:R:3
C 2.030 -0.624 1.325 0.4 -0.1 0.4
C 0.793 1.295 0.907 -0.1 0.0 -0.1
C 0.316 0.601 -0.263 0.0 -0.2 -0.1
O 0.972 -0.807 -0.162 -0.3 -0.1 -0.3
C -1.183 0.291 -0.397 0.0 0.3 -0.2
C -1.553 -0.220 -1.784 0.0 0.0 -0.1
O -1.496 -0.691 0.599 -0.2 0.0 0.0
H 2.193 -1.698 1.149 0.1 0.3 0.2
H 2.915 -0.046 1.095 -0.1 -0.1 0.0
H 1.668 -0.434 2.327 0.0 -0.1 -0.1
H 0.080 1.419 1.723 0.2 0.1 -0.1
H 1.489 2.117 0.744 -0.1 -0.1 0.1
H 0.713 0.960 -1.216 -0.1 0.0 0.1
H 0.247 -1.361 0.201 0.1 0.0 -0.1
H -1.717 1.223 -0.178 -0.1 -0.1 0.0
H -0.948 -1.095 -2.046 -0.1 0.1 0.1
H -2.613 -0.496 -1.846 0.1 0.1 0.1
H -1.374 0.556 -2.534 0.0 -0.1 0.1
H -2.396 -1.010 0.445 0.2 0.1 0.1
```
Positions in Å, forces in eV/Å.

---

# 3
# CH5ClO2SSi

A structure of composition CH5ClO2SSi (ωB97M-V/def2-TZVPD, OMol25).

Results
E_tot = -36447.052 eV
E_HOMO = -10.22 eV
Frontier orbital gap = 9.519 eV
ΔE to the lowest compared entry with this formula, charge and spin = 52.2 kcal per mole
2S+1 = 1

XYZ file:
```
11
Properties=species:S:1:pos:R:3:forces:R:3
C -1.196 -1.212 -0.507 -2.1 -0.8 -0.8
O 1.002 0.894 -1.145 0.4 0.6 -0.7
O -0.803 1.120 0.769 1.0 1.0 1.7
Si 1.281 1.847 0.025 -0.7 -1.9 1.0
S -1.459 0.614 -0.421 -1.7 -1.8 -1.1
Cl -3.587 0.473 0.113 1.2 0.1 -0.1
H -0.799 -1.753 0.348 0.0 0.7 0.5
H -2.221 -1.715 -0.771 2.0 1.1 0.3
H -0.481 -1.325 -1.312 0.1 0.0 -0.3
H 1.990 1.397 1.214 0.4 -0.4 0.1
H 1.074 3.206 0.381 -0.4 1.3 -0.7
```
Positions in Å, forces in eV/Å.

---

# 4
# C3H30NO16

A cluster of 14 separate species, C3H30NO16 in total (ωB97M-V/def2-TZVPD, OMol25).

Results
Charge = -1
E_tot = -37850.234 eV
E_HOMO = -7.15 eV
Frontier orbital gap = 9.573 eV
ΔE to the lowest compared entry with this formula, charge and spin = 45.3 kcal per mole
2S+1 = 1

XYZ file:
```
50
Properties=species:S:1:pos:R:3:forces:R:3
O 2.854 -3.580 0.317 0.6 -1.6 0.6
C 2.686 -2.499 -0.131 -1.0 1.5 -0.7
C 1.326 -1.807 -0.050 -1.9 -1.5 1.2
N 1.298 -0.575 -0.809 1.6 0.8 0.3
C 0.546 0.535 -0.297 -0.7 -3.8 1.1
O 0.901 1.664 -0.525 0.8 3.2 -0.7
O -0.469 0.220 0.393 0.0 -0.2 -0.4
H 3.508 -1.949 -0.664 -0.2 0.0 0.2
H 0.486 -2.611 -0.340 2.0 1.7 0.2
H 1.073 -1.672 1.061 0.6 0.0 -1.4
H 2.297 -0.285 -1.073 -2.2 -0.1 0.2
H -1.239 2.421 1.181 -0.2 -3.2 1.5
H -0.324 3.054 0.123 -1.3 -0.1 1.7
O -1.058 3.227 0.807 1.9 3.5 -2.7
H -3.228 -1.181 -0.193 0.8 -0.5 0.7
H -2.982 -2.270 -1.231 1.5 -2.2 -0.4
O -3.419 -1.476 -1.081 -2.7 1.7 -2.1
H -1.775 -0.351 1.152 -3.4 -0.8 -1.3
H -3.334 -0.021 0.674 -0.5 2.6 -0.5
O -2.819 -0.668 1.097 3.7 -0.6 3.2
H 1.527 -0.375 2.631 -0.7 0.0 -0.8
H 2.076 -0.100 3.892 0.5 0.1 0.3
O 2.401 -0.245 2.996 0.7 -0.1 0.7
H 2.531 1.992 -1.852 0.9 -2.1 -1.2
H 1.744 0.980 -2.673 2.0 0.0 0.4
O 2.703 1.125 -2.382 -2.1 2.2 0.1
H 0.102 -3.241 -2.937 1.1 -0.1 0.4
H 1.684 -3.172 -2.927 -0.4 0.1 0.1
O 0.916 -3.453 -3.437 0.0 -0.4 -0.5
H -2.998 -0.521 -2.315 2.6 0.6 -2.1
H -3.050 0.662 -3.246 0.7 0.1 -0.7
O -2.378 -0.039 -3.145 -3.1 -0.8 2.9
H -1.142 -2.016 -2.985 0.0 0.0 2.8
H -0.753 -1.525 -1.463 -0.5 -1.1 -1.4
O -1.037 -2.324 -2.005 -0.1 1.3 -1.7
H -0.881 0.004 3.579 0.6 0.2 -0.3
H -0.603 0.498 2.141 1.1 -0.5 0.6
O -0.158 0.070 2.916 -1.0 0.5 0.0
H -2.124 2.366 -0.335 1.0 1.8 1.1
H -2.140 1.394 -1.431 0.0 -0.6 -0.3
O -2.686 1.732 -0.717 -1.7 -1.4 -1.2
H 1.830 3.333 -0.569 0.7 0.6 0.1
H 3.128 3.885 0.052 0.0 -0.2 0.3
O 2.555 3.979 -0.712 -0.7 -0.3 -0.4
H 3.010 1.600 2.404 -0.1 0.7 -1.3
H 2.238 1.989 1.065 1.8 0.4 1.4
O 3.047 2.240 1.637 -1.7 -1.1 -0.2
H -3.040 0.206 3.453 -0.6 0.4 -0.8
H -2.399 -1.073 3.867 -0.1 -0.7 -0.2
O -2.431 -0.147 4.086 -0.1 0.0 1.3
```
Positions in Å, forces in eV/Å.

---

# 5
# C4H8O2

An isolated molecule of C4H8O2 (ωB97M-V/def2-TZVPD, OMol25).

Results
Structure (SMILES) = CCC(=O)OC
E_tot = -8372.073 eV
E_HOMO = -10.33 eV
Frontier orbital gap = 11.290 eV
ΔE to the lowest compared entry with this formula, charge and spin = 27.9 kcal per mole
2S+1 = 1

XYZ file:
```
14
Properties=species:S:1:pos:R:3:forces:R:3
C 0.360 0.811 2.083 0.2 0.0 0.0
C -0.648 0.369 1.022 0.1 -0.5 0.1
C -0.094 -0.267 -0.212 0.5 -0.7 0.0
O 0.271 -1.422 -0.077 0.6 0.2 -0.8
O -0.168 0.327 -1.399 0.0 0.0 0.1
C 0.136 -0.580 -2.471 0.1 0.0 -0.3
H -0.153 0.884 3.050 0.1 0.0 -0.2
H 1.130 0.042 2.177 0.0 0.1 0.1
H 0.841 1.774 1.888 -0.1 -0.1 -0.1
H -0.898 -0.692 1.303 -1.5 1.7 1.1
H -1.407 1.151 0.836 0.0 -0.8 0.1
H -0.281 -0.137 -3.373 0.1 0.0 0.1
H 1.218 -0.704 -2.559 -0.1 0.0 0.0
H -0.309 -1.557 -2.266 0.1 0.2 -0.1
```
Positions in Å, forces in eV/Å.